(1)
Computed, not measured: a structure of composition C28H26BrN4O7S9Yb, with ωB97M-V/def2-TZVPD.

HOMO-LUMO gap in eV: 6.051
Spin multiplicity: 2
Charge: -2
⟨S²⟩: 0.751
Lowest unoccupied orbital energy in eV: 3.84

The geometry in XYZ format:
```
76
Properties=species:S:1:pos:R:3:forces:R:3:lowdin_charge:R:1
Yb -0.601 0.063 0.058 -0.04 -0.49 1.80 1.46
O 1.684 -0.345 -2.605 0.07 -0.02 -0.07 -0.31
S 1.914 0.940 -1.986 -0.44 -0.07 0.17 0.47
O 3.298 1.317 -1.856 0.07 0.16 0.05 -0.31
O 1.157 1.105 -0.714 0.88 -0.23 -0.48 -0.50
C 1.148 2.178 -3.032 -0.13 0.22 -0.08 -0.20
C 2.018 2.797 -3.920 -0.13 0.06 0.03 -0.06
C 1.570 3.787 -4.781 0.11 0.00 -0.02 -0.09
C 0.246 4.177 -4.752 -0.11 0.06 -0.03 -0.09
C -0.637 3.563 -3.876 0.09 -0.01 0.06 -0.06
C -0.206 2.564 -3.012 0.25 -0.03 -0.12 -0.19
S -1.505 1.775 -2.052 0.35 -0.40 -0.13 0.49
O -2.735 2.166 -2.669 -0.12 0.04 -0.11 -0.28
O -1.154 0.334 -2.128 -0.22 0.44 -0.32 -0.40
O -1.374 2.154 -0.633 -0.20 0.23 -0.21 -0.42
H 3.057 2.502 -3.902 0.03 -0.01 0.00 0.11
H 2.263 4.260 -5.467 0.02 -0.01 0.01 0.10
H -0.110 4.956 -5.415 -0.01 0.00 0.01 0.10
H -1.681 3.838 -3.860 -0.04 -0.01 0.00 0.11
C -4.815 -2.381 2.563 -0.04 0.07 -0.05 -0.09
C -3.800 -3.461 2.887 0.16 -0.07 -0.04 -0.26
N -2.900 -3.783 1.782 -0.23 0.04 0.16 -0.13
C -3.346 -4.845 0.890 0.02 0.03 -0.04 -0.22
C -2.944 -6.227 1.384 0.05 -0.06 0.02 -0.08
C -1.726 -3.159 1.594 0.00 -0.10 -0.19 -0.74
S -1.366 -1.759 2.500 0.19 0.03 -0.04 0.63
N -0.892 -3.802 0.736 -0.03 0.23 0.25 0.11
C -0.067 -3.196 -0.079 0.18 0.00 -0.27 -0.44
O -0.111 -2.005 -0.492 -0.14 0.06 0.04 -0.15
C 1.036 -4.046 -0.654 -0.12 -0.02 0.06 -0.12
C 1.307 -5.312 -0.143 0.02 0.00 0.00 -0.03
C 2.352 -6.062 -0.660 0.02 -0.02 0.01 -0.10
C 3.131 -5.554 -1.693 -0.04 0.02 0.01 -0.11
C 2.856 -4.295 -2.208 -0.02 0.00 0.03 -0.08
C 1.810 -3.542 -1.692 0.02 0.01 -0.04 -0.02
H -5.562 -2.322 3.357 -0.01 0.03 0.02 0.07
H -5.319 -2.568 1.615 -0.02 -0.06 -0.03 0.04
H -4.309 -1.420 2.481 0.03 0.03 0.00 0.04
H -4.302 -4.397 3.153 -0.02 0.02 -0.01 0.11
H -3.188 -3.158 3.735 -0.03 -0.01 0.01 0.08
H -2.936 -4.663 -0.101 -0.01 0.02 0.03 0.11
H -4.431 -4.748 0.811 0.00 -0.04 -0.06 0.11
H -1.867 -6.256 1.551 0.00 0.00 -0.04 0.06
H -3.197 -6.987 0.642 -0.03 -0.02 -0.01 0.07
H -3.445 -6.489 2.318 -0.01 0.04 0.03 0.06
H 0.690 -5.687 0.662 0.00 0.00 0.00 0.10
H 2.564 -7.044 -0.252 0.00 0.00 0.00 0.09
H 3.952 -6.138 -2.091 0.01 -0.01 0.00 0.09
H 3.460 -3.888 -3.009 0.01 0.00 -0.01 0.10
H 1.588 -2.557 -2.082 0.01 0.03 -0.02 0.09
S -5.012 -1.892 -1.287 0.56 0.32 0.37 0.43
C -3.715 -1.120 -0.601 -0.67 -0.40 -0.32 -0.91
N -2.812 -0.573 -0.105 -0.20 -0.14 -0.13 -0.06
Br 5.502 -1.178 0.129 -0.16 0.05 0.10 0.72
C 4.003 -0.845 1.249 0.25 0.00 0.14 -0.65
C 4.181 -0.421 2.556 0.05 0.00 -0.06 -0.11
C 3.052 -0.238 3.331 -0.02 -0.05 -0.07 -0.06
C 1.806 -0.480 2.771 -0.15 -0.14 0.07 -0.23
N 1.634 -0.864 1.508 0.38 0.58 -0.03 0.02
C 2.729 -1.030 0.761 -0.32 -0.31 -0.32 -0.18
H 5.174 -0.237 2.944 -0.01 -0.02 0.01 0.10
H 3.120 0.108 4.352 0.03 0.00 0.03 0.10
H 0.906 -0.367 3.360 0.02 0.05 -0.06 0.05
H 2.573 -1.347 -0.265 0.00 0.09 0.01 0.08
C -4.080 1.710 1.503 -0.13 0.04 -0.13 -0.39
S -2.566 1.464 2.453 -0.18 -0.03 0.00 0.77
C -2.006 3.114 2.582 0.21 -0.04 -0.03 -1.00
C -0.687 3.408 2.454 0.13 -0.24 -0.06 -1.18
S 0.622 2.356 2.066 -0.29 -0.03 0.02 0.51
S -0.325 5.088 2.774 0.31 0.12 -0.05 0.89
C -1.890 5.656 3.153 -0.09 0.34 0.13 -1.54
S -2.238 7.244 3.562 0.02 -0.25 -0.06 0.39
S -3.056 4.415 3.074 -0.21 -0.09 0.00 0.90
H -4.533 0.731 1.371 0.02 -0.03 0.01 0.01
H -3.842 2.118 0.521 0.02 0.00 0.01 0.04
H -4.780 2.358 2.030 0.04 0.00 0.03 0.02
```
Positions in Å, forces in eV/Å.

---

(2)
Computed, not measured: a cluster of 2 separate species, C28H26Cl2N2O2S in total, with ωB97M-V/def2-TZVPD.

HOMO-LUMO gap in eV: 3.597
Charge: 0
Lowest unoccupied orbital energy in eV: -1.81

The geometry in XYZ format:
```
61
Properties=species:S:1:pos:R:3:forces:R:3:lowdin_charge:R:1
Cl -9.303 0.782 1.177 -0.19 0.00 0.10 0.65
C -7.780 0.754 0.367 1.42 0.11 -0.76 -0.69
C -7.113 -0.462 0.153 0.28 0.27 -0.09 -0.10
C -5.871 -0.489 -0.504 -0.52 0.35 0.20 -0.05
C -5.310 0.708 -0.956 0.31 0.25 -0.34 -0.27
S -3.768 0.719 -1.932 0.64 0.34 1.74 0.54
C -2.467 0.765 -0.802 -2.94 0.64 -0.17 -0.82
Cl -1.155 -0.170 -1.147 1.64 -1.74 -0.51 0.68
O -3.789 -0.540 -2.654 0.33 0.19 -0.16 -0.38
O -3.797 1.976 -2.658 -0.55 -0.11 -0.39 -0.37
C -5.956 1.922 -0.752 -0.72 -0.13 0.36 -0.06
C -7.195 1.945 -0.088 0.17 -0.47 0.06 -0.10
H -7.567 -1.380 0.506 0.04 0.03 -0.05 0.10
H -5.361 -1.435 -0.683 -0.11 0.27 0.02 0.12
H -2.389 1.534 -0.049 -0.05 0.20 -0.32 0.01
H -5.531 2.853 -1.130 -0.06 -0.38 0.07 0.11
H -7.709 2.883 0.074 -0.02 0.02 -0.01 0.10
C 1.028 0.878 -3.510 -0.08 0.50 -0.36 -0.01
C 1.534 -0.174 -2.613 -0.74 -1.51 -0.30 -0.21
N 1.733 -1.447 -3.034 -0.02 1.37 -0.20 -0.01
C 1.510 -1.917 -4.391 0.03 0.09 -0.40 0.02
C 2.179 -2.260 -1.981 -0.28 0.33 0.74 -0.15
C 2.182 -1.458 -0.810 0.12 -0.84 -0.15 -0.08
C 2.481 -2.096 0.392 0.02 -0.15 -0.03 0.01
C 2.822 -3.459 0.387 0.07 -0.15 -0.15 -0.06
C 2.860 -4.213 -0.799 -0.14 0.61 -0.13 -0.07
C 2.489 -3.612 -2.016 0.28 0.05 0.29 0.00
C 1.773 -0.100 -1.206 -0.24 0.74 1.03 -0.15
C 1.520 1.045 -0.448 1.63 -0.63 -1.86 0.05
C 1.852 1.199 0.925 0.70 0.63 2.22 -0.11
C 2.940 1.937 1.476 -1.73 -1.15 -0.41 -0.20
C 3.917 2.830 0.827 0.24 0.30 -0.32 -0.01
N 3.021 1.660 2.804 -0.27 -0.24 0.77 -0.06
C 3.993 2.217 3.727 0.02 -0.03 -0.12 0.00
C 2.013 0.769 3.193 0.19 0.24 -0.80 -0.16
C 1.217 0.523 2.042 0.98 -0.20 0.46 -0.14
C 0.115 -0.320 2.160 -0.56 -0.26 0.32 -0.02
C -0.078 -1.009 3.363 0.19 0.22 -0.40 -0.07
C 0.811 -0.860 4.445 0.34 0.68 -0.02 -0.09
C 1.840 0.094 4.402 -0.30 -0.37 -0.16 -0.02
H 0.924 1.803 -2.934 -0.04 -0.17 -0.36 0.08
H 1.719 1.046 -4.353 -0.20 -0.02 0.25 0.10
H 0.032 0.630 -3.920 0.42 0.01 0.25 0.11
H 1.473 -3.007 -4.389 -0.05 0.22 0.02 0.09
H 0.562 -1.534 -4.789 0.24 -0.09 0.26 0.11
H 2.323 -1.597 -5.058 -0.17 -0.08 0.21 0.11
H 2.410 -1.546 1.324 0.14 -0.17 -0.05 0.10
H 3.059 -3.960 1.334 -0.09 0.32 -0.42 0.11
H 3.187 -5.257 -0.792 -0.27 0.39 0.08 0.11
H 2.467 -4.167 -2.956 0.06 0.10 0.42 0.11
H 1.279 1.968 -0.982 -0.06 -0.34 -0.11 0.13
H 3.632 2.940 -0.222 0.24 0.10 0.10 0.08
H 3.907 3.822 1.301 -0.02 -0.15 -0.16 0.09
H 4.954 2.460 0.886 -0.38 0.01 -0.07 0.10
H 3.676 1.964 4.740 0.13 0.16 -0.16 0.08
H 4.990 1.794 3.554 -0.12 0.12 0.05 0.10
H 4.031 3.309 3.626 0.04 -0.26 0.08 0.10
H -0.590 -0.388 1.328 0.26 -0.31 0.30 0.07
H -0.927 -1.683 3.461 0.21 0.14 -0.05 0.11
H 0.685 -1.467 5.339 -0.07 0.19 -0.13 0.10
H 2.516 0.280 5.243 -0.38 -0.25 -0.25 0.10
```
Positions in Å, forces in eV/Å.

---

no.,energy (eV)
1,-248850.1640
2,-72409.5300